w) Formula: C2H7N2
Source: OMol25
Level of theory: wB97M-V/def2-TZVPD

Summary:
LUMO level	-4.4	eV
gap between HOMO and LUMO	11.42	eV
molecular weight	59.09	g mol⁻¹
charge	+1
HOMO level	-15.8	eV
spin multiplicity	1

Last column: Mulliken charge in e.
Cartesian coordinates (Å):
1 C 2.088 -0.396 0.161  -0.15
2 N 1.218 0.312 0.782  -0.44
3 H 1.970 -0.553 -0.904  0.23
4 H 2.990 -0.867 0.554  0.27
5 H 1.313 0.352 1.795  0.23
6 C -2.059 -0.228 -0.513  -0.08
7 N -1.206 0.642 -0.177  -0.21
8 H -2.917 0.029 -1.117  0.27
9 H -1.844 -1.317 -0.365  0.25
10 H -0.077 0.421 0.177  0.38
11 H -1.476 1.604 -0.392  0.25

=====

x) Formula: C2H7N2
Source: OMol25
Level of theory: wB97M-V/def2-TZVPD

Summary:
LUMO level	-5.3	eV
gap between HOMO and LUMO	9.68	eV
molecular weight	59.09	g mol⁻¹
charge	+1
HOMO level	-14.9	eV
spin multiplicity	1
structure (SMILES)	C=[NH+]CN

Last column: Mulliken charge in e.
Cartesian coordinates (Å):
1 C -1.513 0.578 0.369  -0.19
2 N -0.335 0.969 0.124  -0.07
3 C 0.825 0.030 -0.159  -0.63
4 N 0.599 -1.372 -0.288  -0.49
5 H -2.348 1.167 0.773  0.28
6 H -1.733 -0.455 0.300  0.33
7 H -0.041 1.971 -0.171  0.36
8 H 1.280 0.297 -1.011  0.46
9 H 1.503 0.154 0.626  0.43
10 H 0.922 -1.639 -1.192  0.25
11 H 0.840 -1.700 0.629  0.27

=====

Computed relative energies in units of kJ/mol: w) 0.0; x) 46.5

=====

w) Formula: C8H32O8
Source: OMol25
Level of theory: wB97M-V/def2-TZVPD

Summary:
LUMO level	0.1	eV
gap between HOMO and LUMO	9.63	eV
molecular weight	256.34	g mol⁻¹
HOMO level	-9.5	eV
spin multiplicity	1

Last column: Mulliken charge in e.
Cartesian coordinates (Å):
1 C -2.362 0.936 1.731  -0.98
2 O -2.083 2.061 0.848  -0.54
3 H -1.749 0.926 2.633  0.38
4 H -3.437 0.870 1.902  0.43
5 H -2.163 0.055 1.120  0.17
6 H -2.843 2.165 0.271  0.31
7 C 1.652 2.699 -1.969  0.10
8 O 3.033 2.597 -1.704  -0.51
9 H 1.389 2.027 -2.785  0.38
10 H 1.028 2.188 -1.236  0.27
11 H 1.326 3.689 -2.288  0.45
12 H 3.120 3.251 -1.007  0.29
13 C 1.009 -3.056 -1.571  -0.36
14 O 0.663 -1.835 -2.215  -0.74
15 H 0.196 -3.293 -0.885  0.15
16 H 1.261 -3.844 -2.280  0.31
17 H 1.895 -2.871 -0.963  0.05
18 H 0.741 -1.096 -1.608  0.36
19 C -0.058 0.087 -0.298  -1.33
20 O 1.076 -0.730 0.033  -0.85
21 H -0.483 0.687 0.508  0.06
22 H 0.319 0.930 -0.877  0.08
23 H -0.797 -0.459 -0.884  0.05
24 H 0.993 -0.894 0.975  0.66
25 C -2.409 -1.474 -1.155  0.80
26 O -3.062 -2.685 -0.950  -0.57
27 H -3.044 -0.819 -1.750  0.33
28 H -2.269 -0.910 -0.233  -0.62
29 H -1.462 -1.646 -1.667  0.29
30 H -3.810 -2.486 -0.382  0.33
31 C -1.036 3.304 -0.806  0.03
32 O -1.861 3.545 -1.959  -0.54
33 H -1.560 3.619 0.096  0.34
34 H -0.932 2.225 -0.694  -0.39
35 H -0.053 3.772 -0.749  0.49
36 H -1.536 2.933 -2.624  0.31
37 C 0.010 -0.227 2.852  -0.93
38 O 0.199 -1.258 1.903  -0.44
39 H -0.817 -0.479 3.516  0.46
40 H 0.848 -0.040 3.525  0.34
41 H -0.173 0.747 2.398  0.25
42 H 0.236 -2.072 2.410  0.36
43 C 2.804 -2.178 1.467  -0.71
44 O 4.099 -2.711 1.804  -0.56
45 H 2.394 -1.358 2.056  0.32
46 H 2.829 -1.859 0.425  0.36
47 H 2.148 -3.042 1.356  0.25
48 H 4.731 -1.994 1.710  0.32

=====

x) Formula: C8H32O8
Source: OMol25
Level of theory: wB97M-V/def2-TZVPD

Summary:
LUMO level	0.2	eV
gap between HOMO and LUMO	10.49	eV
molecular weight	256.34	g mol⁻¹
HOMO level	-10.3	eV
spin multiplicity	1
structure (SMILES)	CO.CO.CO.CO.CO.CO.CO.CO

Last column: Mulliken charge in e.
Cartesian coordinates (Å):
1 C 4.297 -3.494 -2.141  -0.53
2 O 5.069 -3.656 -1.005  -0.50
3 H 3.772 -2.541 -2.073  0.20
4 H 5.004 -3.328 -2.955  0.29
5 H 3.531 -4.248 -2.321  0.22
6 H 5.832 -4.188 -1.240  0.32
7 C 1.294 -5.923 2.363  -0.54
8 O 1.671 -4.499 2.344  -0.50
9 H 1.307 -6.276 3.394  0.26
10 H 0.343 -6.183 1.898  0.24
11 H 2.108 -6.548 1.996  0.24
12 H 2.604 -4.418 2.130  0.30
13 C -6.637 -1.776 1.504  -0.52
14 O -7.939 -1.116 1.422  -0.50
15 H -5.922 -1.549 0.714  0.25
16 H -6.184 -1.730 2.495  0.24
17 H -6.795 -2.843 1.344  0.22
18 H -7.758 -0.229 1.103  0.30
19 C -0.441 0.390 0.008  -0.53
20 O -1.045 -0.169 1.193  -0.48
21 H -0.843 -0.014 -0.921  0.25
22 H -0.505 1.478 -0.024  0.23
23 H 0.628 0.178 0.001  0.23
24 H -0.586 -1.001 1.333  0.30
25 C -2.919 2.641 -5.120  -0.50
26 O -2.862 3.619 -4.034  -0.52
27 H -1.993 2.090 -4.960  0.21
28 H -3.754 1.942 -5.085  0.26
29 H -2.650 3.037 -6.099  0.25
30 H -3.707 3.862 -3.650  0.30
31 C 4.014 3.391 -4.283  -0.51
32 O 2.741 3.632 -4.824  -0.50
33 H 4.588 4.317 -4.258  0.26
34 H 3.876 3.300 -3.205  0.21
35 H 4.570 2.536 -4.665  0.23
36 H 2.038 3.793 -4.191  0.31
37 C -1.506 -3.007 7.013  -0.54
38 O -2.106 -1.784 6.755  -0.51
39 H -1.623 -3.276 8.062  0.24
40 H -2.012 -3.899 6.645  0.26
41 H -0.457 -3.091 6.726  0.25
42 H -2.133 -1.405 5.873  0.30
43 C 2.216 6.704 0.344  -0.51
44 O 2.730 7.690 -0.595  -0.50
45 H 2.216 7.023 1.386  0.25
46 H 1.191 6.497 0.036  0.23
47 H 2.705 5.733 0.271  0.22
48 H 2.029 8.338 -0.701  0.31

=====

Computed relative energies in units of kJ/mol: w) 313.5; x) 0.0

=====

w) Formula: C8H32O8
Source: OMol25
Level of theory: wB97M-V/def2-TZVPD

Summary:
LUMO level	0.4	eV
gap between HOMO and LUMO	10.49	eV
molecular weight	256.34	g mol⁻¹
HOMO level	-10.1	eV
spin multiplicity	1
structure (SMILES)	CO.CO.CO.CO.CO.CO.CO.CO

Last column: Mulliken charge in e.
Cartesian coordinates (Å):
1 C 4.444 -3.357 -3.616  -0.52
2 O 3.268 -2.648 -3.307  -0.48
3 H 4.228 -4.268 -4.174  0.21
4 H 5.200 -2.677 -4.008  0.28
5 H 4.769 -3.752 -2.654  0.20
6 H 3.345 -1.878 -3.875  0.31
7 C -0.432 -0.201 -0.346  -0.41
8 O -0.622 1.021 -1.034  -0.52
9 H 0.581 -0.067 0.035  0.19
10 H -1.031 -0.327 0.556  0.19
11 H -0.548 -0.950 -1.130  0.25
12 H -1.470 1.005 -1.484  0.29
13 C -3.479 2.911 3.118  -0.48
14 O -3.395 3.379 4.492  -0.51
15 H -4.515 3.118 2.850  0.25
16 H -2.768 3.503 2.543  0.24
17 H -3.379 1.860 2.847  0.21
18 H -3.793 2.755 5.104  0.29
19 C -5.442 -1.725 4.756  -0.52
20 O -5.918 -0.411 5.022  -0.48
21 H -4.769 -1.737 3.899  0.18
22 H -4.923 -2.207 5.585  0.28
23 H -6.280 -2.383 4.525  0.26
24 H -6.526 -0.584 5.744  0.29
25 C 4.185 1.416 3.518  -0.50
26 O 5.459 1.719 4.043  -0.50
27 H 3.859 1.892 2.594  0.24
28 H 4.067 0.333 3.505  0.22
29 H 3.481 1.704 4.299  0.24
30 H 5.849 2.461 3.575  0.30
31 C 4.958 2.188 -1.996  -0.49
32 O 5.622 1.782 -3.166  -0.49
33 H 5.800 2.348 -1.322  0.22
34 H 4.490 3.140 -2.244  0.24
35 H 4.275 1.501 -1.496  0.20
36 H 6.544 1.979 -2.986  0.32
37 C -1.944 3.055 -7.049  -0.57
38 O -2.381 2.181 -6.024  -0.49
39 H -1.465 3.993 -6.769  0.27
40 H -1.257 2.682 -7.809  0.25
41 H -2.797 3.399 -7.634  0.23
42 H -3.270 2.407 -5.742  0.31
43 C -2.342 -5.029 1.276  -0.46
44 O -1.086 -5.738 1.523  -0.50
45 H -2.180 -3.969 1.082  0.14
46 H -2.878 -5.304 0.368  0.27
47 H -3.130 -5.215 2.006  0.24
48 H -0.409 -5.304 0.998  0.30

=====

x) Formula: C8H32O8
Source: OMol25
Level of theory: wB97M-V/def2-TZVPD

Summary:
LUMO level	0.3	eV
gap between HOMO and LUMO	10.44	eV
molecular weight	256.34	g mol⁻¹
HOMO level	-10.1	eV
spin multiplicity	1
structure (SMILES)	CO.CO.CO.CO.CO.CO.CO.CO

Last column: Mulliken charge in e.
Cartesian coordinates (Å):
1 C -23.084 -21.504 -11.275  -0.43
2 O -22.445 -22.681 -10.876  -0.49
3 H -24.075 -21.502 -10.821  0.22
4 H -22.548 -20.588 -11.029  0.21
5 H -23.094 -21.590 -12.361  0.20
6 H -22.157 -22.645 -9.961  0.30
7 C -18.657 -24.134 -6.746  -0.49
8 O -20.146 -24.175 -6.641  -0.51
9 H -18.117 -23.754 -5.878  0.24
10 H -18.261 -25.125 -6.966  0.25
11 H -18.416 -23.484 -7.587  0.21
12 H -20.481 -24.904 -6.114  0.29
13 C -13.462 -29.066 -10.179  -0.43
14 O -13.947 -29.347 -11.461  -0.50
15 H -12.430 -28.723 -10.237  0.23
16 H -14.153 -28.312 -9.800  0.22
17 H -13.613 -29.968 -9.586  0.18
18 H -13.586 -28.674 -12.043  0.30
19 C -19.465 -18.098 -6.289  -0.51
20 O -19.633 -18.658 -7.590  -0.50
21 H -20.365 -18.155 -5.677  0.24
22 H -18.675 -18.600 -5.731  0.22
23 H -19.198 -17.042 -6.283  0.25
24 H -20.324 -18.274 -8.136  0.29
25 C -12.544 -24.766 -4.299  -0.53
26 O -12.060 -23.798 -5.234  -0.50
27 H -12.395 -25.735 -4.775  0.23
28 H -12.012 -24.811 -3.348  0.25
29 H -13.632 -24.819 -4.322  0.24
30 H -11.311 -24.081 -5.763  0.30
31 C -25.971 -21.928 -5.123  -0.45
32 O -24.697 -21.910 -4.449  -0.51
33 H -25.876 -21.698 -6.184  0.22
34 H -26.181 -22.997 -5.170  0.23
35 H -26.726 -21.349 -4.592  0.20
36 H -23.960 -21.938 -5.063  0.30
37 C -17.115 -31.780 -6.018  -0.45
38 O -17.934 -32.770 -5.312  -0.52
39 H -17.132 -31.894 -7.102  0.23
40 H -17.450 -30.757 -5.845  0.21
41 H -16.119 -31.936 -5.602  0.23
42 H -17.443 -33.593 -5.265  0.30
43 C -22.407 -29.282 -3.466  -0.54
44 O -22.645 -28.178 -4.304  -0.49
45 H -23.193 -29.359 -2.715  0.24
46 H -22.295 -30.243 -3.967  0.25
47 H -21.594 -29.115 -2.759  0.23
48 H -22.917 -28.518 -5.160  0.31

=====

Computed relative energies in units of kJ/mol: w) 23.9; x) 0.0

=====

w) Formula: C3H7NO2
Source: OMol25
Level of theory: wB97M-V/def2-TZVPD

Summary:
LUMO level (spin up / spin down)	-7.6 / -9.2	eV
gap between HOMO and LUMO (spin up / spin down)	9.03 / 7.39	eV
molecular weight	89.09	g mol⁻¹
charge	+1
HOMO level (spin up / spin down)	-16.6 / -16.6	eV
spin multiplicity	2

Last column: Mulliken spin population.
Cartesian coordinates (Å):
1 C -1.506 -0.202 -0.098  0.03
2 N -0.643 0.730 0.527  0.75
3 C 0.574 0.902 -0.336  0.00
4 C 1.387 -0.320 0.060  0.03
5 O 2.408 -0.646 -0.694  0.02
6 O 1.116 -0.765 1.434  0.07
7 H -2.550 -0.020 0.227  0.04
8 H -1.268 -0.312 -1.166  0.00
9 H -1.264 -1.270 0.022  0.05
10 H -0.172 0.095 1.365  0.00
11 H 0.149 1.054 -1.448  0.00
12 H 1.195 1.894 -0.180  0.02
13 H 0.573 -1.139 0.288  0.00

=====

x) Formula: C3H7NO2
Source: OMol25
Level of theory: wB97M-V/def2-TZVPD

Summary:
LUMO level (spin up / spin down)	-3.8 / -9.6	eV
gap between HOMO and LUMO (spin up / spin down)	11.22 / 5.12	eV
molecular weight	89.09	g mol⁻¹
charge	+1
HOMO level (spin up / spin down)	-15.0 / -14.7	eV
spin multiplicity	2

Last column: Mulliken spin population.
Cartesian coordinates (Å):
1 C -0.281 -0.385 1.046  0.05
2 C 0.318 0.166 -0.347  0.14
3 C -0.403 0.215 -1.647  -0.01
4 O -0.601 -0.899 -2.397  0.01
5 O -0.712 1.284 -2.124  0.07
6 N 0.655 0.081 1.978  0.70
7 H -0.540 -1.444 0.983  0.00
8 H -1.235 0.156 1.089  0.07
9 H 1.329 -0.266 -0.395  -0.01
10 H 0.499 1.230 -0.214  0.00
11 H -0.313 -0.564 -3.258  0.00
12 H 0.502 0.961 2.488  -0.01
13 H 0.781 -0.534 2.797  -0.01

=====

Computed relative energies in units of kJ/mol: w) 526.1; x) 0.0

=====

w) Formula: C4H6FNS
Source: OMol25
Level of theory: wB97M-V/def2-TZVPD

Summary:
LUMO level	0.3	eV
gap between HOMO and LUMO	8.83	eV
molecular weight	119.16	g mol⁻¹
HOMO level	-8.6	eV
spin multiplicity	1

Last column: Mulliken charge in e.
Cartesian coordinates (Å):
1 C -2.157 0.011 0.148  -0.20
2 C -0.868 0.580 0.127  0.39
3 C 1.380 0.131 -0.208  -0.04
4 C 2.575 -0.547 0.130  -0.66
5 H -2.739 0.368 1.036  0.29
6 H -2.637 0.586 -0.673  0.27
7 H -0.250 -1.402 -0.292  0.36
8 H 1.308 1.282 -0.732  0.15
9 H 2.572 -1.652 0.490  0.25
10 H 3.428 0.159 -0.177  0.23
11 N 0.144 -0.324 0.268  -0.29
12 F -2.229 -1.315 -0.147  -0.31
13 S -0.527 2.122 0.029  -0.43

=====

x) Formula: C4H6FNS
Source: OMol25
Level of theory: wB97M-V/def2-TZVPD

Summary:
LUMO level	0.3	eV
gap between HOMO and LUMO	9.55	eV
molecular weight	119.16	g mol⁻¹
HOMO level	-9.2	eV
spin multiplicity	1
structure (SMILES)	C=C(C)C#N.FS

Last column: Mulliken charge in e.
Cartesian coordinates (Å):
1 C 2.174 -0.783 0.445  -0.85
2 C 1.019 -0.205 0.048  0.73
3 C 0.847 1.234 -0.228  -1.42
4 C -0.187 -0.973 -0.002  0.22
5 N -1.149 -1.606 -0.108  -0.45
6 H 2.491 -1.838 0.602  0.28
7 H 3.091 -0.188 0.627  0.26
8 H 1.725 1.619 -0.454  0.50
9 H 0.275 1.459 -1.040  0.42
10 H 0.255 1.623 0.581  0.30
11 F -3.221 1.048 0.229  -0.24
12 S -4.137 -0.310 -0.017  0.03
13 H -3.183 -1.079 -0.685  0.20

=====

Computed relative energies in units of kJ/mol: w) 94.0; x) 0.0

=====

w) Formula: C2H8N2S2
Source: OMol25
Level of theory: wB97M-V/def2-TZVPD

Summary:
LUMO level	0.7	eV
gap between HOMO and LUMO	9.18	eV
molecular weight	124.23	g mol⁻¹
HOMO level	-8.4	eV
spin multiplicity	1

Last column: Mulliken charge in e.
Cartesian coordinates (Å):
1 C -2.437 0.403 -0.284  -0.72
2 C 1.955 -0.992 0.674  -0.81
3 N 0.982 1.271 0.919  -0.58
4 N 0.011 -0.010 -1.170  -0.41
5 S -1.086 -0.785 -0.155  0.01
6 S 1.431 0.474 -0.250  0.30
7 H -3.457 -0.067 -0.229  0.29
8 H -2.252 0.851 -1.287  0.24
9 H -2.388 1.166 0.521  0.24
10 H 1.797 -1.764 -0.015  0.30
11 H 1.494 -1.166 1.678  0.31
12 H 3.065 -0.993 0.908  0.32
13 H 0.694 2.206 0.653  0.23
14 H 0.192 -0.593 -1.963  0.27

=====

x) Formula: C2H8N2S2
Source: OMol25
Level of theory: wB97M-V/def2-TZVPD

Summary:
LUMO level	0.5	eV
gap between HOMO and LUMO	9.76	eV
molecular weight	124.23	g mol⁻¹
HOMO level	-9.2	eV
spin multiplicity	1
structure (SMILES)	[H]/N=C/N.CSS

Last column: Mulliken charge in e.
Cartesian coordinates (Å):
1 H 4.505 0.279 1.002  0.24
2 N 3.567 0.106 1.333  -0.65
3 C 2.743 1.025 1.109  0.13
4 N 1.388 0.870 1.282  -0.45
5 H 2.914 1.963 0.580  0.27
6 H 1.015 0.137 1.880  0.24
7 H 0.829 1.706 1.316  0.22
8 C -2.140 -1.580 -0.610  -0.76
9 S -3.349 -0.236 -0.638  -0.03
10 S -3.334 0.210 -2.613  -0.23
11 H -1.379 -1.427 -1.375  0.30
12 H -2.574 -2.558 -0.845  0.32
13 H -1.712 -1.731 0.383  0.26
14 H -2.472 1.235 -2.802  0.15

=====

Computed relative energies in units of kJ/mol: w) 216.5; x) 0.0